Record 1
Here is a structure of composition C25H47BrCl2O2P2Yb in a non-equilibrium geometry from the OMol25 dataset. Energies are from the ωB97M-V functional and the def2-TZVPD basis.

Output
* energy relative to the best compared isomer or geometry (same formula, charge and spin): 41.0 kcal per mole
* total charge: -1
* Kohn-Sham gap (alpha / beta): 3.0 / 6.3 eV
* total energy: -6467.20212 a.u.
* spin multiplicity: 2
* <S²>: 0.752
* HOMO energy (alpha / beta): -0.014 / -0.133 hartree
* F_max: 2.162 eV/Å

```
80
C25H47BrCl2O2P2Yb (the ωB97M-V functional and the def2-TZVPD basis)
Yb -0.1835 0.5152 -0.3947
Cl -0.4619 0.3273 -2.9873
P -2.7845 -1.0611 -1.0018
C -3.1682 -1.8934 -2.6042
C -3.7360 -1.9333 0.2755
C -3.4484 0.6609 -1.2140
C -2.0915 -2.8927 -3.0272
H -3.1397 -1.0761 -3.3519
C -4.5528 -2.5402 -2.5863
H -4.6159 -3.4040 -1.9173
H -4.7436 -2.8937 -3.6040
H -5.3504 -1.8311 -2.3417
H -1.1434 -2.3825 -3.1928
H -2.4263 -3.3331 -3.9776
H -1.9750 -3.7111 -2.2913
H -2.9324 1.0233 -2.1277
C -3.0992 1.6395 -0.0658
C -4.9565 0.5814 -1.5121
H -5.1793 0.1634 -2.4985
H -5.3765 1.5958 -1.5040
H -5.4909 0.0056 -0.7440
H -2.5254 1.2466 0.7970
H -4.0482 2.0333 0.3431
H -2.5606 2.5131 -0.4650
C -3.1882 -3.3575 0.4467
H -4.7733 -1.9864 -0.0959
C -3.7330 -1.1606 1.6038
H -3.3570 -3.9826 -0.4386
H -3.7240 -3.8399 1.2829
H -2.1161 -3.3208 0.6821
H -2.7171 -1.0064 2.0139
H -4.2947 -1.7627 2.3395
H -4.2412 -0.1980 1.5524
Cl 0.1139 -1.7453 0.9961
H -1.5200 -1.4027 -0.3762
P 2.8669 0.0148 -0.8822
C 3.2986 1.5849 -1.8173
C 3.8892 0.0224 0.6522
C 3.3964 -1.3382 -2.0114
C 2.1681 2.6312 -1.6911
H 3.3265 1.2425 -2.8635
C 4.6587 2.1537 -1.4650
H 4.6612 2.4958 -0.4298
H 4.8644 3.0063 -2.1294
H 5.4498 1.4201 -1.6010
H 1.2112 2.3010 -2.1260
H 2.4930 3.5207 -2.2587
H 1.9743 2.9644 -0.6604
H 2.8383 -1.0793 -2.9304
C 2.9272 -2.7157 -1.5346
C 4.8905 -1.2400 -2.2951
H 5.1369 -0.3521 -2.8943
H 5.1555 -2.1242 -2.8831
H 5.4839 -1.2280 -1.3678
H 2.0746 -2.6528 -0.8434
H 3.7616 -3.2618 -1.0715
H 2.6107 -3.2763 -2.4161
C 3.3229 1.0681 1.6467
H 4.8971 0.3452 0.3358
C 3.9927 -1.3556 1.3116
H 3.2992 2.1042 1.2805
H 3.9540 1.0376 2.5498
H 2.2999 0.8393 1.9915
H 2.9887 -1.7553 1.5172
H 4.5363 -1.2385 2.2619
H 4.5427 -2.0635 0.6811
Br 1.8455 4.8749 3.1419
C 0.7543 3.6021 3.9744
C 0.7990 3.3774 5.3450
C 0.1340 2.2987 5.9192
C -0.5857 1.4116 5.1035
C -0.6541 1.6589 3.7178
C -0.0594 2.8058 3.1539
C -0.2576 3.1493 1.7081
O -0.7974 4.2103 1.3808
O 0.1666 2.2256 0.9080
H 1.4044 4.0521 5.9477
H 0.1528 2.1497 7.0049
H -1.1166 0.5504 5.5441
H -1.2165 0.9724 3.0812
```

Atom charges from the Mulliken analysis, given in e for atoms 1 to 5: Yb 0.410; Cl -0.608; P 1.309; C 0.611; C 0.317

Record 2
Here is a cluster of 2 separate species, H8N4OSi in total in a non-equilibrium geometry from the OMol25 dataset. Energies are from the ωB97M-V functional and the def2-TZVPD basis.

Output
* energy relative to the best compared isomer or geometry (same formula, charge and spin): 19.9 kcal per mole
* total charge: 0
* Kohn-Sham gap: 9.7 eV
* total energy: -588.49260 a.u.
* spin multiplicity: 1
* HOMO energy: -0.332 hartree
* F_max: 5.014 eV/Å

```
14
H8N4OSi (the ωB97M-V functional and the def2-TZVPD basis)
N 0.7314 -1.2407 0.2076
Si 2.0080 0.5060 -0.1985
O 1.1370 1.7356 0.0978
H -0.1188 -0.7265 0.4349
H 0.5195 -1.7479 -0.6552
H 0.9254 -1.8075 1.0077
H 2.4761 0.0108 -1.5878
H 3.2538 -0.1027 0.4583
H -3.6812 0.4133 -0.4321
N -2.9441 -0.3619 -0.1778
N -1.8072 0.0771 -0.0877
N -1.5539 1.3218 0.1274
H -2.2303 1.9403 0.3711
H -0.4914 1.6156 0.1008
```

Atom charges from the natural (NBO) analysis, given in e for atoms 1 to 5: N -1.057; Si 1.578; O -1.262; H 0.429; H 0.414

Record 3
Here is a structure of composition C3H5NO3S in a non-equilibrium geometry from the OMol25 dataset. Energies are from the ωB97M-V functional and the def2-TZVPD basis.

Output
* energy relative to the best compared isomer or geometry (same formula, charge and spin): 35.8 kcal per mole
* total charge: -2
* Kohn-Sham gap: 5.0 eV
* total energy: -795.75791 a.u.
* spin multiplicity: 1
* HOMO energy: 0.058 hartree
* F_max: 3.927 eV/Å

```
13
C3H5NO3S (the ωB97M-V functional and the def2-TZVPD basis)
C 0.4265 0.2036 -0.4974
C -0.5411 -0.9586 -0.6564
C -0.7185 1.1046 0.1418
N -1.8790 -0.2317 -0.3843
O -2.5232 -0.8515 0.6395
O -1.6421 3.5473 0.5312
O 0.3025 3.2376 -0.9683
S -1.0729 2.7381 -0.5984
H 1.2876 -0.0598 0.1859
H 0.9035 0.7541 -1.2305
H -0.7455 -1.6419 -1.6214
H -0.3939 -1.7908 0.0743
H -0.9334 1.0575 1.1377
```

Atom charges from the natural (NBO) analysis, given in e for atoms 1 to 5: C -0.470; C -0.287; C -0.407; N -0.124; O -0.817

Record 4
Here is a cluster of 2 separate species, C4H12S in total in a non-equilibrium geometry from the OMol25 dataset. Energies are from the ωB97M-V functional and the def2-TZVPD basis.

Output
* energy relative to the best compared isomer or geometry (same formula, charge and spin): 34.3 kcal per mole
* total charge: 0
* Kohn-Sham gap: 9.5 eV
* total energy: -557.71583 a.u.
* spin multiplicity: 1
* HOMO energy: -0.315 hartree
* F_max: 5.585 eV/Å

```
17
C4H12S (the ωB97M-V functional and the def2-TZVPD basis)
C 1.2719 0.1762 -1.6175
S 1.2232 1.8309 -0.8596
C 2.4028 1.3526 0.4938
H 0.3262 -0.2436 -1.7910
H 1.8129 0.1689 -2.5962
H 2.0178 -0.5088 -0.9902
H 2.6765 2.2527 1.2507
H 3.2213 0.7342 0.2535
H 1.7460 0.5939 1.2236
C -1.8867 -1.2766 0.0752
C -2.3531 -0.2475 1.0977
H -0.9319 -1.6520 0.2938
H -2.5085 -2.1849 0.0486
H -1.7663 -0.8926 -0.8815
H -3.4305 -0.3697 1.3367
H -2.0410 0.7201 0.6265
H -1.7805 -0.4538 2.0359
```

Atom charges from the natural (NBO) analysis, given in e for atoms 1 to 5: C -0.747; S 0.182; C -0.747; H 0.217; H 0.219

Look up the energy relative to the best compared isomer or geometry (same formula, charge and spin) of the fourth one.
34.3 kcal per mole